i) # C4H5ClF2

A structure of composition C4H5ClF2 (ωB97M-V with the def2-TZVPD basis set, the Open Molecules 2025 dataset).

Each line ends with the Löwdin charge.
Geometry (Å):
C (-0.9761, -1.3448, 1.0534)  -0.040
C (-0.0326, -1.2267, 0.1460)  -0.656
C (-0.5883, 1.4769, -0.5407)  -0.180
C (0.6882, 0.5294, -0.2409)  -0.172
F (-1.7230, 0.8253, -0.8489)  -0.012
F (1.3432, 0.9017, 0.8864)  -0.015
Cl (0.5171, -2.3791, -0.9897)  0.640
H (-1.3336, -2.2812, 1.2846)  0.031
H (-1.3146, -0.3587, 1.5071)  0.101
H (-0.6973, 2.0693, 0.3387)  0.102
H (-0.2558, 2.2270, -1.2878)  0.123
H (1.4154, 0.4848, -0.9482)  0.077

Results
Total charge = 0
Gap between HOMO and LUMO = 10.697 eV
Spin multiplicity = 1

=====

ii) # C4H5ClF2

A cluster of 2 separate species, C4H5ClF2 in total (ωB97M-V with the def2-TZVPD basis set, the Open Molecules 2025 dataset).

Each line ends with the Löwdin charge.
Geometry (Å):
C (-0.2267, 1.4086, 0.1964)  -0.538
C (2.0336, -0.8597, -0.1669)  0.045
C (-1.1909, 2.1384, 1.1142)  -0.227
C (3.2880, -0.7311, 0.2419)  -0.453
F (3.7653, -0.8598, 1.4624)  0.121
F (4.3080, -0.4659, -0.5799)  0.092
Cl (0.2104, 2.1224, -1.2413)  0.645
H (1.7945, -0.9003, -1.2471)  0.082
H (1.2366, -0.9080, 0.5722)  0.049
H (-1.4723, 3.3021, 1.0059)  0.116
H (-2.1194, 1.6811, 1.1787)  0.040
H (-0.7421, 2.0719, 2.0419)  0.028

Results
Total charge = 0
Gap between HOMO and LUMO = 8.185 eV
Spin multiplicity = 1

=====

Relative energies, unit eV: i) 0.000; ii) 1.702

=====

i) # C10H16O

A cluster of 2 separate species, C10H16O in total (ωB97M-V with the def2-TZVPD basis set, the Open Molecules 2025 dataset).

Each line ends with the Löwdin charge.
Geometry (Å):
C (0.0604, 3.4832, -0.4171)  -0.133
C (-0.3107, 2.0801, -0.9816)  -0.198
C (0.5048, 0.8217, -0.5891)  -0.216
C (0.3648, -0.3300, -1.4524)  -0.034
C (0.7929, -1.5599, -0.9743)  -0.048
C (1.3773, -1.7030, 0.2726)  -0.312
O (2.0941, -2.8543, 0.5687)  0.034
C (1.5064, -0.5488, 1.1309)  -0.009
C (1.0584, 0.6563, 0.6700)  -0.088
H (0.0848, 3.5421, 0.7623)  0.092
H (-0.6902, 4.3029, -0.4748)  0.060
H (0.9243, 4.1209, -0.6723)  0.063
H (-1.4486, 1.8927, -0.7062)  0.128
H (-0.2941, 2.1565, -2.0576)  0.087
H (0.1012, -0.1947, -2.5003)  0.113
H (0.5323, -2.4995, -1.4423)  0.117
H (1.3660, -3.4300, 0.6947)  0.078
H (2.2017, -0.5489, 2.0832)  0.154
H (1.1340, 1.5055, 1.3330)  0.103
C (-2.8957, 0.2382, 1.2292)  -0.174
C (-3.0109, -0.8610, 0.1708)  -0.167
H (-2.5709, -0.2337, 2.2364)  0.088
H (-2.0208, 0.8787, 0.8677)  0.042
H (-3.7553, 0.9252, 1.4068)  0.065
H (-1.9837, -1.0340, -0.2068)  0.049
H (-3.6045, -0.4080, -0.6383)  0.070
H (-3.4142, -1.8013, 0.4105)  0.038

Results
Total charge = 0
Gap between HOMO and LUMO = 9.543 eV
Spin multiplicity = 1
SMILES = CCc1ccc(O)cc1.CC

=====

ii) # C10H16O

A cluster of 2 separate species, C10H16O in total (ωB97M-V with the def2-TZVPD basis set, the Open Molecules 2025 dataset).

Each line ends with the Löwdin charge.
Geometry (Å):
C (-1.6168, 2.3006, -1.6579)  -0.068
C (-1.2282, 0.8416, -1.5107)  -0.279
C (-2.0040, 0.0503, -0.6251)  -0.075
C (-1.7208, -1.2156, -0.3537)  -0.033
C (-0.7106, -1.8788, -1.1238)  -0.338
O (-0.4866, -3.2393, -1.0700)  0.038
C (0.1249, -1.1224, -1.8444)  -0.053
C (-0.0754, 0.2686, -2.0220)  -0.044
H (-1.0477, 3.0057, -1.0145)  0.080
H (-2.7711, 2.3447, -1.5257)  0.104
H (-1.4425, 2.7644, -2.6515)  0.072
H (-2.7144, 0.5418, -0.0815)  0.085
H (-2.1411, -1.9201, 0.3715)  0.125
H (-1.3307, -3.6840, -0.9110)  0.105
H (0.8077, -1.5463, -2.6179)  0.133
H (0.6608, 0.8578, -2.6561)  0.135
C (2.1882, -0.9662, 1.6625)  -0.139
C (1.4277, 0.2798, 1.3997)  -0.354
C (1.1138, 1.0777, 2.6302)  -0.135
H (2.5514, -1.1880, 0.6851)  0.055
H (2.9238, -0.7751, 2.4603)  0.074
H (1.5835, -1.8713, 1.9339)  0.089
H (0.4783, -0.0828, 0.8564)  0.107
H (1.9681, 0.9454, 0.7111)  0.106
H (0.2065, 0.8333, 3.0800)  0.040
H (1.2329, 2.1162, 2.4240)  0.036
H (2.0224, 1.2620, 3.4512)  0.134

Results
Total charge = 0
Gap between HOMO and LUMO = 9.381 eV
Spin multiplicity = 1
SMILES = Cc1ccc(O)cc1.CCC

=====

Relative energies, unit eV: i) 0.074; ii) 0.000

=====

i) # C3H12N2O2

A cluster of 2 separate species, C3H12N2O2 in total (ωB97M-V with the def2-TZVPD basis set, the Open Molecules 2025 dataset).

Each line ends with the Löwdin charge.
Geometry (Å):
N (0.2362, 0.0884, -1.6062)  0.015
C (0.7192, 1.0920, -0.6566)  -0.328
N (1.7553, 0.5957, 0.2145)  -0.071
C (1.4068, -0.1344, 1.4098)  -0.237
C (0.5702, -1.4053, 1.3267)  -0.264
O (-0.7658, -1.2333, 0.8864)  -0.086
H (-0.6527, 0.3421, -2.0183)  0.041
H (0.0477, -0.7832, -1.1065)  0.044
H (-0.0942, 1.5096, -0.0668)  0.106
H (1.1866, 1.9103, -1.2087)  0.102
H (2.3903, 0.0526, -0.3692)  0.113
H (0.9802, 0.5545, 2.1418)  0.114
H (2.3341, -0.4752, 1.8696)  0.112
H (0.5900, -1.8468, 2.3237)  0.110
H (1.0490, -2.0829, 0.6045)  0.122
H (-1.2875, -0.8032, 1.5843)  0.099
O (-3.3728, 0.5093, -1.8800)  -0.059
H (-4.1272, 0.7591, -1.3371)  0.034
H (-2.9652, 1.3507, -2.1118)  0.030

Results
Total charge = 0
Gap between HOMO and LUMO = 9.372 eV
Spin multiplicity = 1
SMILES = NCNCCO.O

=====

ii) # C3H12N2O2

A cluster of 2 separate species, C3H12N2O2 in total (ωB97M-V with the def2-TZVPD basis set, the Open Molecules 2025 dataset).

Each line ends with the Löwdin charge.
Geometry (Å):
N (-0.9231, 0.6443, -0.5848)  -0.011
C (0.2502, 0.9714, 0.3011)  -0.238
C (0.8867, -0.3004, 0.8525)  -0.413
N (-0.0474, -1.2941, 1.2852)  0.039
C (2.1412, -0.0597, 1.7617)  -0.239
O (3.0352, -1.1338, 1.5919)  -0.073
H (-0.8036, -0.3389, -0.7639)  0.041
H (-1.7796, 0.8727, -0.0946)  0.055
H (0.9106, 1.6176, -0.2827)  0.100
H (-0.0757, 1.6772, 1.0682)  0.107
H (1.3955, -0.8227, 0.0102)  0.141
H (-0.5969, -0.9556, 2.0609)  0.079
H (0.3520, -2.1924, 1.5038)  0.080
H (1.8414, 0.0142, 2.8133)  0.116
H (2.5637, 0.9390, 1.5688)  0.116
H (3.7477, -0.9253, 0.9606)  0.101
O (-4.5893, 0.3846, -4.4459)  -0.045
H (-3.6822, 0.1919, -4.2640)  0.018
H (-4.6263, 0.7100, -5.3423)  0.027

Results
Total charge = 0
Gap between HOMO and LUMO = 9.943 eV
Spin multiplicity = 1
SMILES = NC[C@H](N)CO.O

=====

Relative energies, unit eV: i) 0.000; ii) 0.140

=====

i) # C3H12N2O2

A cluster of 3 separate species, C3H12N2O2 in total (ωB97M-V with the def2-TZVPD basis set, the Open Molecules 2025 dataset).

Each line ends with the Löwdin charge.
Geometry (Å):
C (-0.0418, 0.0461, -0.8228)  -0.067
C (-0.1411, 0.6285, 0.6013)  -0.405
N (-0.6276, 1.8935, 0.9540)  0.090
C (0.3123, -0.2579, 1.5033)  -0.227
N (0.3214, 0.0081, 2.9012)  0.002
H (-0.5738, 0.7031, -1.5064)  0.074
H (1.0119, -0.1802, -0.9894)  0.070
H (-0.4254, -0.9585, -0.8678)  0.063
H (-0.3961, 2.6408, 0.3185)  0.082
H (-0.3896, 2.1319, 1.9069)  0.074
H (0.8223, -1.1391, 1.0926)  0.108
H (-0.4515, -0.4540, 3.3741)  0.072
H (1.2095, -0.1633, 3.3457)  0.064
O (2.3879, -1.7827, -3.9524)  -0.061
H (2.5034, -1.6136, -4.8929)  0.032
H (2.5584, -0.9304, -3.5409)  0.026
O (-2.7829, -0.5309, -0.0237)  -0.065
H (-2.8016, 0.4036, -0.2925)  0.041
H (-2.4958, -0.4449, 0.8912)  0.027

Results
Total charge = 0
Gap between HOMO and LUMO = 8.600 eV
Spin multiplicity = 1
SMILES = C/C(N)=C/N.O.O

=====

ii) # C3H12N2O2

A cluster of 2 separate species, C3H12N2O2 in total (ωB97M-V with the def2-TZVPD basis set, the Open Molecules 2025 dataset).

Each line ends with the Löwdin charge.
Geometry (Å):
N (1.6415, -0.5586, -0.0664)  0.016
C (0.2400, -0.9220, -0.2833)  -0.264
C (-0.8221, 0.0206, 0.2669)  -0.385
N (-0.9359, -0.1446, 1.7141)  0.037
C (-2.1550, -0.3650, -0.3949)  -0.234
O (-3.3340, -0.1044, 0.3723)  -0.075
H (1.9124, 0.2278, -0.6373)  0.039
H (1.7668, -0.3475, 0.8991)  0.050
H (0.1024, -0.9738, -1.3709)  0.115
H (0.0763, -1.9372, 0.0808)  0.116
H (-0.6435, 1.0684, 0.0838)  0.124
H (-0.3775, -0.8469, 2.1698)  0.065
H (-1.8874, -0.2351, 2.0321)  0.055
H (-2.1780, -1.4482, -0.5178)  0.118
H (-2.2577, -0.0153, -1.4158)  0.114
H (-3.3316, 0.8429, 0.5584)  0.089
O (3.9227, 1.5827, -1.0558)  -0.054
H (4.6580, 2.0505, -0.6425)  0.041
H (3.6027, 2.1056, -1.7925)  0.033

Results
Total charge = 0
Gap between HOMO and LUMO = 9.622 eV
Spin multiplicity = 1
SMILES = NC[C@H](N)CO.O

=====

iii) # C3H12N2O2

A cluster of 3 separate species, C3H12N2O2 in total (ωB97M-V with the def2-TZVPD basis set, the Open Molecules 2025 dataset).

Each line ends with the Löwdin charge.
Geometry (Å):
C (-2.6524, -0.5210, 1.1719)  -0.095
C (-1.5631, -0.6683, 0.0737)  -0.306
N (-0.4657, 0.1676, 0.4661)  0.009
C (0.5980, -0.2944, 0.9860)  -0.287
N (1.4068, 0.5455, 1.7633)  0.039
H (-2.1466, -0.1684, 2.0667)  0.059
H (-3.3922, 0.2425, 0.8983)  0.062
H (-3.3266, -1.3524, 1.3936)  0.062
H (-1.3467, -1.7292, -0.0942)  0.095
H (-1.9671, -0.3636, -0.8969)  0.098
H (0.9678, -1.2749, 0.6797)  0.119
H (2.0019, 1.0481, 1.0976)  0.083
H (0.9305, 1.2709, 2.2738)  0.065
O (2.5410, -3.3804, -4.4520)  -0.071
H (2.1035, -2.6469, -4.9228)  0.041
H (2.2272, -4.0787, -5.0387)  0.029
O (-0.1819, 3.9498, 0.9814)  -0.065
H (-0.9751, 4.5031, 0.9248)  0.038
H (0.5432, 4.5667, 0.8956)  0.022

Results
Total charge = 0
Gap between HOMO and LUMO = 9.892 eV
Spin multiplicity = 1
SMILES = CC/N=C/N.O.O

=====

iv) # C3H12N2O2

A cluster of 2 separate species, C3H12N2O2 in total (ωB97M-V with the def2-TZVPD basis set, the Open Molecules 2025 dataset).

Each line ends with the Löwdin charge.
Geometry (Å):
N (-0.9990, -1.2419, 0.1322)  -0.008
C (0.2591, -1.8023, 0.5970)  -0.265
C (1.4123, -1.3936, -0.2993)  -0.256
O (2.5860, -1.9404, 0.3183)  -0.078
H (-1.7877, -1.5000, 0.7106)  0.084
H (-1.2395, -1.5688, -0.7991)  0.090
H (0.3188, -2.8925, 0.6999)  0.116
H (0.4636, -1.4271, 1.5994)  0.118
H (1.2954, -1.8236, -1.2958)  0.121
H (1.5153, -0.3103, -0.3315)  0.109
H (3.3453, -1.6450, -0.1914)  0.082
N (-1.5626, 2.7815, 0.5028)  0.010
C (-0.4067, 2.4399, -0.2986)  -0.365
O (-0.5841, 1.3310, -1.1706)  -0.113
H (-2.3582, 2.8766, -0.1276)  0.070
H (-1.7786, 2.0429, 1.1585)  0.055
H (-0.1993, 3.2816, -0.9542)  0.107
H (0.4423, 2.2638, 0.3637)  0.106
H (-0.7224, 0.5283, -0.6143)  0.018

Results
Total charge = 0
Gap between HOMO and LUMO = 10.208 eV
Spin multiplicity = 1
SMILES = NCCO.NCO

=====

Relative energies, unit eV: i) 0.530; ii) 0.203; iii) 0.896; iv) 0.000

=====

i) # C3H12N2O2

A cluster of 4 separate species, C3H12N2O2 in total (ωB97M-V with the def2-TZVPD basis set, the Open Molecules 2025 dataset).

Each line ends with the Löwdin charge.
Geometry (Å):
C (2.0884, -0.7258, -0.9081)  -0.024
C (1.0101, -0.1673, -0.0765)  -0.251
C (-0.0103, -1.0941, 0.4015)  -0.018
N (-0.9144, -0.5875, 1.1434)  0.210
N (0.8304, 1.1079, 0.0031)  0.241
H (2.0284, -0.2820, -1.8999)  0.108
H (3.0751, -0.6704, -0.4451)  0.103
H (1.7289, -1.7599, -0.9643)  0.021
H (-0.0752, -2.1379, 0.0645)  0.085
H (-1.1996, 0.3831, 0.8391)  0.029
H (-1.7142, -1.2059, 1.0932)  0.148
H (-0.2106, 1.4700, 0.2104)  0.046
H (1.6145, 1.6350, -0.3515)  0.142
H (-0.0666, -3.4710, -1.8867)  -0.073
H (-2.8621, 3.4344, 2.3826)  0.019
O (0.4982, -2.8525, -1.4158)  -0.414
H (-2.3510, 3.0687, 1.9746)  -0.007
H (-1.8478, 2.1283, -0.5030)  -0.007
O (-1.6221, 1.7269, 0.3386)  -0.360

Results
Total charge = 0
Gap between HOMO and LUMO = 6.019 eV
Spin multiplicity = 1

=====

ii) # C3H12N2O2

A structure of composition C3H12N2O2 (ωB97M-V with the def2-TZVPD basis set, the Open Molecules 2025 dataset).

Each line ends with the Löwdin charge.
Geometry (Å):
C (0.6251, -1.0172, -0.0250)  -0.332
C (-1.7622, -0.5454, -0.1605)  -0.143
C (1.7209, -1.9801, -0.4632)  -0.100
N (-0.6809, -1.4592, -0.4950)  -0.139
H (-0.6474, -1.5988, -1.4992)  0.103
H (0.5890, -0.9956, 1.0730)  0.107
H (0.8720, 0.0034, -0.3682)  0.100
H (-2.6968, -0.9057, -0.5902)  0.077
H (-1.8824, -0.5106, 0.9268)  0.078
H (-1.5937, 0.4870, -0.5081)  0.053
H (2.6900, -1.6737, -0.0675)  0.069
H (1.7954, -2.0115, -1.5524)  0.070
H (1.5031, -2.9893, -0.1128)  0.072
N (0.3818, 2.8693, -0.0678)  0.007
O (-0.0491, 2.2114, 1.5873)  -0.069
O (-0.8785, 2.7701, -0.4285)  -0.239
H (-0.9458, 2.1733, 0.8675)  0.129
H (0.4102, 1.3561, 1.5574)  0.058
H (0.5492, 3.8166, 0.3263)  0.097

Results
Total charge = 0
Gap between HOMO and LUMO = 8.674 eV
Spin multiplicity = 1

=====

iii) # C3H12N2O2

A cluster of 3 separate species, C3H12N2O2 in total (ωB97M-V with the def2-TZVPD basis set, the Open Molecules 2025 dataset).

Each line ends with the Löwdin charge.
Geometry (Å):
C (-1.8894, -1.6074, -2.2210)  -0.049
C (-1.0203, -0.9154, -1.1213)  -0.371
N (-1.0215, -1.5819, 0.1645)  0.030
C (-0.6192, 0.3714, -1.2436)  -0.202
N (-0.1014, 1.0419, -0.1260)  -0.015
H (-1.7529, -2.6259, -2.0400)  0.040
H (-2.8556, -1.1934, -2.1548)  0.064
H (-1.4875, -1.6338, -3.2231)  0.070
H (-1.4761, -0.8314, 0.7450)  0.067
H (-1.8749, -2.3171, 0.2395)  0.139
H (-0.8548, 0.7858, -2.2179)  0.102
H (0.8424, 0.6832, 0.0200)  0.092
H (-0.2205, 2.0877, -0.0156)  0.130
O (4.5543, 2.6441, 2.1860)  -0.114
H (4.8989, 1.9358, 1.5583)  0.060
H (4.6147, 2.1631, 3.0583)  0.054
O (-0.0415, 0.4682, 2.4883)  -0.146
H (-0.5944, 0.3734, 1.6758)  -0.024
H (0.8996, 0.1516, 2.2275)  0.075

Results
Total charge = 0
Gap between HOMO and LUMO = 8.610 eV
Spin multiplicity = 1
SMILES = C/C(N)=C/N.O.O

=====

Relative energies, unit eV: i) 3.417; ii) 3.035; iii) 0.000

=====

i) # C4H12NO

A cluster of 2 separate species, C4H12NO in total (ωB97M-V with the def2-TZVPD basis set, the Open Molecules 2025 dataset).

Each line ends with the Löwdin charge.
Geometry (Å):
C (-1.5136, 0.3134, 2.3881)  -0.081
C (-1.6713, 0.5399, 0.8680)  -0.239
C (-0.7979, -0.4478, 0.2096)  -0.107
C (0.0014, -0.0818, -0.7832)  -0.086
N (0.7470, -1.1369, -1.4861)  0.187
H (-1.2895, -0.7854, 2.4836)  0.082
H (-2.3045, 0.6892, 3.0195)  0.073
H (-0.5749, 0.7723, 2.7628)  0.088
H (-1.3038, 1.5692, 0.5578)  0.135
H (-2.6661, 0.4759, 0.5003)  0.109
H (-1.0669, -1.4854, 0.4052)  0.135
H (-0.0013, 0.8880, -1.2619)  0.136
H (0.3155, -1.3958, -2.3825)  0.178
H (1.6184, -0.7271, -1.8478)  0.124
H (0.7011, -1.9875, -0.9500)  0.164
H (3.1768, 1.1890, -2.1820)  0.102
H (3.7203, 0.9535, -0.9290)  0.072
O (2.9093, 0.6571, -1.3723)  -0.072

Results
Total charge = +1
Gap between HOMO and LUMO = 11.017 eV
Spin multiplicity = 1

=====

ii) # C4H12NO

A cluster of 2 separate species, C4H12NO in total (ωB97M-V with the def2-TZVPD basis set, the Open Molecules 2025 dataset).

Each line ends with the Löwdin charge.
Geometry (Å):
C (0.2244, 0.5596, -1.5408)  -0.100
N (0.0237, -0.6197, -0.6269)  0.038
C (-0.9276, -0.1016, 0.4662)  -0.068
C (-0.3302, 1.2923, 0.6956)  -0.144
C (0.4178, 1.7478, -0.5987)  -0.118
H (0.9590, 0.2834, -2.2888)  0.137
H (-0.7688, 0.7075, -1.9660)  0.135
H (0.8798, -0.8631, -0.1188)  0.152
H (-0.2727, -1.5089, -1.0222)  0.178
H (-0.6693, -0.6746, 1.3031)  0.088
H (-1.8856, -0.0611, -0.0200)  0.136
H (-1.1378, 2.0247, 0.8284)  0.120
H (0.1194, 1.4357, 1.6766)  0.121
H (1.4611, 1.8737, -0.3253)  0.120
H (-0.1099, 2.5900, -1.0160)  0.118
H (0.1479, -2.7901, 2.1092)  0.064
H (1.0620, -3.3536, 0.9931)  0.066
O (0.8069, -2.5418, 1.4513)  -0.041

Results
Total charge = +1
Gap between HOMO and LUMO = 12.695 eV
Spin multiplicity = 1

=====

Relative energies, unit eV: i) 0.960; ii) 0.000